a) The following is a DFT calculation (ωB97M-V/def2-TZVPD) of one molecule with the formula C5H12O2.

Bonds (Å) are listed after each position.
Atoms and positions in Å:
1 C 2.528 -0.977 -0.192  O2 1.700, H8 1.111, H10 1.108
2 O 1.106 -0.186 0.300  C1 1.700, C3 1.467, H9 0.969
3 C -0.218 -0.423 -0.285  O2 1.467, C4 1.517, C5 1.525, H11 1.095
4 C -0.663 -1.850 -0.025  C3 1.517, H12 1.097, H13 1.093, H14 1.094
5 C -1.193 0.619 0.252  C3 1.525, C6 1.529, H15 1.099, H16 1.098
6 C -0.779 2.069 -0.002  C5 1.529, O7 1.408, H17 1.103, H18 1.095
7 O 0.303 2.486 0.797  C6 1.408, H19 0.967
8 H 2.057 -1.868 -0.659  C1 1.111
9 H 1.118 -0.440 1.235  O2 0.969
10 H 2.748 -0.310 -1.049  C1 1.108
11 H -0.035 -0.262 -1.353  C3 1.095
12 H -0.829 -2.015 1.047  C4 1.097
13 H 0.083 -2.566 -0.380  C4 1.093
14 H -1.605 -2.049 -0.544  C4 1.094
15 H -1.329 0.475 1.333  C5 1.099
16 H -2.168 0.432 -0.217  C5 1.098
17 H -0.570 2.209 -1.076  C6 1.103
18 H -1.614 2.731 0.251  C6 1.095
19 H 1.059 1.927 0.570  O7 0.967

Calculated values
total charge = 0
frontier orbital gap = 8.49 eV

***

b) The following is a DFT calculation (ωB97M-V/def2-TZVPD) of a 2-piece molecular cluster, C5H12O2 overall.

Bonds (Å) are listed after each position.
Atoms and positions in Å:
1 C 0.565 1.399 -2.414  O2 1.307, H8 1.085, H10 1.079
2 O 0.669 0.510 -1.462  C1 1.307, C3 1.298
3 C 0.032 0.468 -0.331  O2 1.298, C4 1.496, H12 1.090
4 C 0.353 -0.636 0.626  C3 1.496, C5 1.532, C6 1.538, H13 1.097
5 C 0.415 -0.112 2.064  C4 1.532, H14 1.096, H15 1.097, H16 1.094
6 C -0.664 -1.785 0.521  C4 1.538, O7 1.409, H17 1.095, H18 1.104
7 O -0.673 -2.391 -0.750  C6 1.409, H19 0.966
8 H -0.295 2.060 -2.420  C1 1.085
9 H 1.279 2.768 -0.764  H11 0.761
10 H 1.176 1.196 -3.280  C1 1.079
11 H 1.114 2.543 -0.055  H9 0.761
12 H -0.819 1.137 -0.208  C3 1.090
13 H 1.331 -1.042 0.337  C4 1.097
14 H 0.638 -0.922 2.767  C5 1.096
15 H -0.543 0.332 2.362  C5 1.097
16 H 1.186 0.657 2.168  C5 1.094
17 H -0.404 -2.576 1.232  C6 1.095
18 H -1.665 -1.408 0.798  C6 1.104
19 H -0.823 -1.693 -1.402  O7 0.966

Calculated values
total charge = 0
frontier orbital gap (spin up / spin down) = 8.17 / 7.97 eV

***

c) The following is a DFT calculation (ωB97M-V/def2-TZVPD) of a 2-piece molecular cluster, C5H12O2 overall.

Bonds (Å) are listed after each position.
Atoms and positions in Å:
1 C 1.762 -1.097 -1.251  C2 1.330, H8 1.088, H9 1.084
2 C 0.815 -0.187 -1.038  C1 1.330, O3 1.370, C4 1.509
3 O 0.959 1.155 -1.274  C2 1.370, H10 0.966
4 C -0.562 -0.466 -0.488  C2 1.509, O5 1.418, C6 1.534, H11 1.096
5 O -1.551 -0.018 -1.400  C4 1.418, H12 0.968
6 C -0.747 0.165 0.898  C4 1.534, C7 1.526, H13 1.099, H14 1.098
7 C -2.114 -0.148 1.500  C6 1.526, H15 1.094, H16 1.097, H17 1.095
8 H 2.753 -0.832 -1.615  C1 1.088
9 H 1.568 -2.144 -1.052  C1 1.084
10 H 1.810 1.310 -1.705  O3 0.966
11 H -0.689 -1.552 -0.418  C4 1.096
12 H -1.331 0.901 -1.608  O5 0.968
13 H -0.617 1.251 0.803  C6 1.099
14 H 0.059 -0.188 1.556  C6 1.098
15 H -2.911 0.139 0.807  C7 1.094
16 H -2.222 -1.219 1.711  C7 1.097
17 H -2.262 0.394 2.440  C7 1.095
18 H 2.375 1.398 0.839  H19 0.745
19 H 2.904 1.140 1.295  H18 0.745

Calculated values
SMILES = C=C(O)[C@H](O)CC.[H][H]
total charge = 0
frontier orbital gap = 10.06 eV

***

d) The following is a DFT calculation (ωB97M-V/def2-TZVPD) of one molecule with the formula C5H12O2.

Bonds (Å) are listed after each position.
Atoms and positions in Å:
1 C -1.552 -0.519 1.591  O2 1.440, H8 1.097, H9 1.108, H10 1.095
2 O -0.266 -0.129 1.073  C1 1.440, C3 1.545
3 C -0.109 0.527 -0.318  O2 1.545, C4 1.492, C5 1.541, H11 1.106
4 C -0.457 1.953 -0.054  C3 1.492, H12 1.090, H13 1.093, H14 1.092
5 C 1.337 0.220 -0.755  C3 1.541, C6 1.539, H15 1.094, H16 1.107
6 C 1.327 -1.247 -1.220  C5 1.539, O7 1.409, H17 1.104, H18 1.100
7 O 0.342 -1.932 -0.481  C6 1.409, H19 0.998
8 H -2.124 0.342 1.958  C1 1.097
9 H -1.437 -1.199 2.458  C1 1.108
10 H -2.133 -1.066 0.841  C1 1.095
11 H -0.765 0.084 -1.090  C3 1.106
12 H 0.190 2.293 0.755  C4 1.090
13 H -1.499 1.960 0.277  C4 1.093
14 H -0.354 2.602 -0.927  C4 1.092
15 H 1.976 0.344 0.124  C5 1.094
16 H 1.728 0.920 -1.517  C5 1.107
17 H 1.086 -1.312 -2.295  C6 1.104
18 H 2.307 -1.729 -1.096  C6 1.100
19 H 0.222 -1.422 0.369  O7 0.998

Calculated values
SMILES = CO[C@@H](C)CCO
total charge = 0
frontier orbital gap = 10.61 eV

***

Out of the structures above, which one is the most stable? Solution: d).